(1)
{"formula": "CH4N3O2", "method": "wB97M-V/def2-TZVPD", "e_homo_ha": -0.1489, "spin_multiplicity": 1, "total_charge": -1, "relative_energy_kcal_mol": 70.9, "orbital_gap_ev": 8.6, "smiles": "NCN=[N+]([O-])[O-]", "elements": ["C", "N", "N", "N", "O", "O", "H", "H", "H", "H"], "xyz": [[0.48358, -0.37271, -0.75661], [0.74113, -0.63851, 0.52078], [-1.25108, -0.20553, -0.97679], [0.49795, 0.12862, 1.48471], [0.01683, 1.27296, 1.34185], [0.76970, -0.32751, 2.60595], [0.97813, 0.47369, -1.18885], [0.64807, -1.15437, -1.48590], [-1.41617, 0.17061, 0.03856], [-1.46813, 0.65275, -1.58370]], "atomic_forces_ev_per_a": [[-3.982, 1.555, -2.839], [1.425, -3.607, 0.442], [1.692, 1.905, 1.702], [0.209, 0.409, 0.578], [-0.445, 0.838, -0.189], [0.004, 0.358, 1.212], [0.097, 1.313, -0.116], [0.302, -0.789, 0.562], [-0.003, -0.626, -2.504], [0.703, -1.357, 1.153]], "mulliken_charge": [-0.180, -0.743, -0.746, 1.164, -0.723, -0.753, 0.226, 0.266, 0.292, 0.198]}


(2)
{"formula": "C36H90CrF9N7O15S2", "method": "wB97M-V/def2-TZVPD", "e_homo_ha": [-0.4061, -0.4061], "spin_multiplicity": 4, "total_charge": 1, "orbital_gap_ev": [5.7, 7.3], "elements": ["Cr", "C", "O", "O", "C", "F", "F", "F", "C", "C", "H", "H", "H", "H", "H", "H", "C", "F", "F", "F", "S", "O", "O", "N", "S", "O", "O", "C", "F", "F", "F", "C", "C", "O", "H", "H", "H", "H", "H", "H", "C", "C", "O", "H", "H", "H", "H", "H", "H", "C", "C", "O", "H", "H", "H", "H", "H", "H", "C", "C", "C", "O", "C", "N", "H", "H", "H", "H", "H", "H", "H", "H", "H", "H", "H", "C", "C", "C", "O", "C", "N", "H", "H", "H", "H", "H", "H", "H", "H", "H", "H", "H", "C", "C", "C", "O", "C", "N", "H", "H", "H", "H", "H", "H", "H", "H", "H", "H", "H", "C", "C", "C", "O", "C", "N", "H", "H", "H", "H", "H", "H", "H", "H", "H", "H", "H", "C", "C", "C", "O", "C", "N", "H", "H", "H", "H", "H", "H", "H", "H", "H", "H", "H", "C", "C", "C", "O", "C", "N", "H", "H", "H", "H", "H", "H", "H", "H", "H", "H", "H"], "xyz": [[2.09071, -2.12888, 1.41880], [-0.11667, -0.26252, -0.26224], [0.26104, -0.88936, -1.48122], [0.55181, -0.86471, 0.74678], [0.03236, 1.26890, -0.41849], [-0.47883, 1.79474, 0.74588], [1.26315, 1.79084, -0.50983], [-0.75746, 1.74171, -1.37685], [-0.64913, -0.92997, -2.57731], [0.21245, -1.45029, -3.73059], [-0.27380, -1.36689, -4.69375], [1.15007, -0.89664, -3.80824], [0.48475, -2.47576, -3.46307], [-1.06407, 0.01987, -2.92352], [-1.51161, -1.58867, -2.45311], [-1.16678, -0.48419, -0.00094], [1.97783, -6.16989, 2.66537], [2.54604, -7.33323, 2.37570], [0.93673, -6.38684, 3.44073], [2.84121, -5.38548, 3.33247], [1.71601, -5.31212, 0.98249], [3.05406, -5.04118, 0.52986], [0.91036, -6.14555, 0.15340], [1.00854, -3.77547, 1.35488], [-0.58928, -4.09291, 1.54308], [-0.95672, -5.36319, 2.07461], [-1.11940, -2.94777, 2.22807], [-1.34487, -4.00460, -0.19250], [-0.43785, -3.84954, -1.14500], [-2.15006, -5.02156, -0.36606], [-2.10509, -2.90250, -0.22170], [0.12636, -4.31198, -6.28414], [-1.19941, -3.59163, -6.40169], [-2.29859, -4.48771, -6.61288], [0.10364, -4.94094, -5.38796], [0.99195, -3.65023, -6.24187], [0.31303, -5.06367, -7.05585], [-1.19405, -2.85082, -7.20834], [-1.50090, -3.13445, -5.45781], [-2.29622, -4.72493, -7.54628], [-0.96835, 0.53087, -6.16226], [-1.69007, 1.57120, -7.03651], [-0.83709, 2.10334, -8.01336], [-1.66941, -0.04327, -5.55197], [-0.28279, 1.00636, -5.45938], [-0.42748, -0.15139, -6.82416], [-1.95886, 2.37124, -6.34362], [-2.63601, 1.13043, -7.36731], [-0.52978, 1.40501, -8.59967], [-3.69366, 2.69697, -0.73154], [-3.75214, 1.26875, -0.25078], [-5.08849, 1.06240, 0.25296], [-4.26020, 2.80169, -1.65914], [-2.70522, 2.96819, -1.12591], [-3.93724, 3.45407, 0.00686], [-3.11773, 0.99136, 0.59597], [-3.63338, 0.52206, -1.04377], [-5.56283, 0.36277, -0.24232], [3.31604, -1.23425, 4.92228], [2.18767, -2.17766, 4.53210], [1.27185, -2.38150, 5.75181], [0.10916, -3.00455, 5.24399], [-0.47701, -3.95951, 6.11307], [1.40811, -1.62086, 3.38526], [2.86907, -0.28453, 5.23208], [4.13122, -1.10716, 4.21348], [3.74862, -1.57653, 5.86847], [2.50569, -3.18798, 4.25434], [1.09286, -1.41546, 6.23798], [1.76718, -3.04392, 6.46560], [-1.29501, -4.44366, 5.56963], [-0.94419, -3.44764, 6.95580], [0.18904, -4.80571, 6.30428], [1.04434, -0.68983, 3.72699], [0.50004, -2.10519, 3.51195], [4.16121, 2.81651, -2.14098], [3.67324, 3.82171, -3.18415], [2.29981, 3.40614, -3.69653], [2.38249, 2.11581, -4.29305], [2.71666, 2.07789, -5.69112], [3.63752, 5.11104, -2.46283], [4.38805, 1.85879, -2.61050], [3.36591, 2.75750, -1.39081], [5.03936, 2.97947, -1.50936], [4.41643, 3.97062, -3.96648], [1.98296, 4.16577, -4.42220], [1.53269, 3.32975, -2.92615], [3.01365, 3.05066, -6.09659], [1.77254, 1.86756, -6.20056], [3.52483, 1.35900, -5.79901], [3.17866, 5.11867, -1.56130], [3.14710, 5.78615, -3.04419], [2.76788, 3.94819, 4.40692], [1.46085, 4.66177, 4.10028], [1.68679, 6.03733, 3.47686], [2.46444, 6.80977, 4.37416], [2.88491, 8.03352, 3.84021], [0.75144, 3.82178, 3.12067], [2.58988, 3.08245, 5.05387], [3.48155, 4.57427, 4.94248], [3.28719, 3.52673, 3.53801], [1.00406, 4.76771, 5.08524], [0.70601, 6.50189, 3.29900], [2.24881, 5.99812, 2.53382], [3.02315, 8.07007, 2.75518], [3.74004, 8.44368, 4.37447], [2.12270, 8.81435, 4.01126], [1.29621, 3.75778, 2.26788], [-0.12567, 4.26825, 2.86225], [3.75785, -0.81395, -2.43742], [3.82637, -1.22301, -0.95791], [3.83481, 0.06355, -0.10041], [3.24431, -0.27676, 1.16274], [3.09877, 0.86509, 2.01604], [2.69512, -2.09550, -0.62816], [3.52752, -1.65830, -3.08461], [4.62191, -0.23267, -2.76017], [2.97918, -0.05310, -2.58285], [4.80125, -1.70418, -0.87517], [3.21563, 0.83921, -0.54840], [4.84483, 0.45545, 0.03444], [2.53943, 1.62612, 1.46724], [4.08402, 1.24154, 2.29456], [2.51540, 0.65571, 2.90630], [2.70797, -2.98384, -1.14383], [1.89526, -1.74095, -1.18492], [-2.16292, -0.02695, 3.64909], [-1.27979, 1.03359, 4.28764], [-1.13835, 0.88048, 5.79459], [-2.26833, 1.39691, 6.46189], [-2.12215, 2.69945, 6.95637], [0.08270, 0.90767, 3.68053], [-1.74269, -1.02474, 3.78771], [-2.27225, 0.12346, 2.57294], [-3.17247, 0.02747, 4.06170], [-1.65797, 2.00337, 3.94102], [-0.24605, 1.39075, 6.17504], [-1.10982, -0.19131, 6.00748], [-1.66904, 3.36449, 6.20687], [-1.44084, 2.72310, 7.81957], [-3.07374, 3.11409, 7.27578], [-0.00032, 0.79827, 2.67236], [0.45623, 1.86523, 3.75670], [-7.35224, -0.93884, -2.63585], [-6.59182, -1.83152, -1.66840], [-5.17075, -2.17218, -2.05325], [-5.21118, -2.77276, -3.32023], [-3.99463, -2.95467, -3.98753], [-6.60052, -1.25484, -0.29349], [-6.83791, -0.01066, -2.88842], [-8.35942, -0.80292, -2.24485], [-7.45582, -1.49589, -3.56903], [-7.14753, -2.78215, -1.67434], [-4.64730, -2.78664, -1.31260], [-4.66409, -1.19063, -2.12439], [-3.10447, -3.12644, -3.37020], [-3.84125, -2.06672, -4.62326], [-4.04926, -3.77846, -4.70080], [-6.41994, -2.06267, 0.30490], [-7.58232, -1.08856, -0.07386]], "atomic_forces_ev_per_a": [[-2.443, 4.169, -1.757], [0.064, -1.805, -0.540], [-0.520, 0.526, 0.012], [1.853, -0.570, 1.864], [-1.178, 0.223, 2.157], [0.298, 0.017, -0.234], [-0.125, -0.364, -0.622], [0.702, -0.078, -0.460], [0.361, 0.007, -1.879], [0.239, -0.297, 0.708], [-0.164, -0.380, 0.030], [-0.138, 0.259, 0.104], [-0.066, -0.154, -0.516], [0.252, 0.347, 0.721], [0.168, -0.151, 0.643], [-0.217, 0.645, -0.673], [0.177, -0.106, 0.081], [0.013, 0.359, -0.034], [0.173, 0.216, -0.377], [-0.034, -0.133, -0.125], [0.799, 0.261, -0.328], [-0.079, 0.650, 0.542], [-0.284, 0.446, 0.421], [0.438, -3.727, -0.428], [-2.442, 2.075, 1.231], [0.838, -0.088, -0.523], [0.312, -0.043, -0.412], [-0.401, 1.069, 0.614], [0.197, -0.669, -0.215], [0.428, -0.523, -0.412], [0.025, 0.144, 0.101], [0.117, -0.831, 0.514], [-0.688, -0.332, -0.144], [0.271, -0.046, -0.352], [0.101, 0.294, 0.180], [-0.105, 0.123, 0.048], [-0.227, 0.415, -0.431], [0.099, 0.159, 0.202], [0.493, 0.389, -0.086], [-0.105, -0.172, 0.082], [-0.200, 0.165, -0.272], [0.093, -0.576, 1.709], [-0.123, 0.256, -0.256], [-0.161, -0.007, -0.200], [0.231, 0.009, -0.201], [0.092, -0.154, 0.238], [-0.069, 0.318, -0.422], [0.161, 0.155, -0.658], [-0.108, -0.050, 0.015], [1.512, 0.156, -1.275], [-1.986, -0.536, 0.595], [0.054, 0.101, -0.154], [-0.702, 0.047, 0.434], [0.171, -0.144, 0.469], [-0.406, -0.225, 0.122], [0.498, 0.417, -0.249], [0.616, 0.311, -0.198], [0.244, 0.051, 0.548], [-0.140, -0.278, 0.987], [0.329, 0.114, 0.185], [0.140, -0.321, -0.690], [0.097, 0.077, 0.174], [-0.969, -0.288, -0.796], [-0.455, -0.909, 0.919], [0.111, 0.210, -0.530], [-0.152, 0.068, -0.187], [0.213, -0.250, -0.220], [0.330, 0.165, -0.068], [-0.377, -0.035, 0.016], [0.128, 0.069, 0.044], [-0.007, 0.375, -0.165], [0.445, -0.348, 0.417], [0.310, 0.435, 0.641], [0.469, 0.480, -0.974], [0.156, -0.298, -0.801], [0.054, -0.767, 0.150], [0.528, 0.777, 2.501], [0.624, -0.340, -0.963], [-0.009, 0.180, -0.173], [-0.791, 0.605, 0.633], [-0.185, 0.607, -1.022], [-0.583, -0.119, 0.104], [-0.189, -0.481, -0.243], [0.244, 1.014, -0.624], [-0.219, -0.309, -0.341], [-0.224, -0.123, -0.051], [0.236, 0.166, 0.317], [0.326, 0.003, 0.335], [0.399, -0.602, -0.391], [-0.222, -0.149, -0.428], [-0.127, -0.475, -0.033], [0.149, 0.185, 0.201], [0.666, -0.529, 0.461], [1.489, -0.184, -1.071], [0.346, 0.432, 0.840], [0.170, -0.278, -0.133], [-0.936, 1.674, 0.229], [-0.867, 0.217, 0.727], [-0.193, 0.061, -0.003], [-0.125, 0.163, -0.097], [-0.172, 0.360, -0.255], [-0.819, -0.008, -0.387], [0.071, 0.104, -0.107], [-0.252, -0.400, -0.142], [0.399, -0.568, 0.029], [0.332, -0.586, -0.094], [-0.173, -0.242, -0.011], [0.107, 0.085, 0.043], [-0.014, -0.171, -0.046], [-0.698, 1.026, 0.126], [1.200, 1.047, -1.264], [-0.688, -0.926, -0.203], [0.161, -0.981, 1.074], [-0.185, 0.638, -0.142], [-0.854, -0.767, -0.425], [0.375, -0.032, -0.089], [0.422, -0.661, -0.008], [-0.333, -0.381, 0.068], [-0.292, -0.559, 0.657], [0.053, -0.135, -0.038], [0.020, -0.128, 0.092], [0.176, 0.053, -0.002], [0.011, -0.013, -0.020], [0.111, -0.450, -0.065], [1.083, -0.237, 0.647], [-0.301, 0.716, 0.944], [-0.371, 0.031, 0.253], [0.708, -0.397, -1.637], [-0.609, 0.532, -0.081], [-0.668, -0.363, 0.169], [0.905, 0.434, 0.047], [0.162, 0.554, 0.579], [-0.101, -0.040, 0.159], [0.143, 0.142, -0.012], [0.066, -0.189, 0.096], [-0.221, 0.145, 0.769], [0.203, -0.209, -0.151], [0.259, 0.011, 0.143], [-0.228, 0.029, -0.069], [-0.079, -0.108, 0.018], [-0.169, -0.244, -0.163], [-0.290, -0.178, 0.016], [0.297, -0.408, -0.056], [0.463, -0.686, -0.459], [-0.816, -0.629, 0.561], [0.180, 1.332, -0.670], [-0.263, -0.900, 0.288], [0.252, 0.610, -1.000], [-0.450, -1.071, -0.516], [-0.155, 0.185, 0.346], [0.034, 0.432, -0.024], [-0.028, 0.094, -0.029], [0.072, 0.006, 0.061], [-0.128, -0.080, 0.047], [0.348, -0.198, 0.075], [-0.262, 0.073, 0.357], [0.416, 0.017, 0.217], [-0.294, -0.161, 0.263], [0.461, 0.395, 0.260], [0.112, 0.442, -0.065]], "mulliken_charge": [0.273, -0.006, -0.255, 2.148, -0.265, -0.057, -0.273, -0.294, 0.324, -0.559, -0.142, -0.476, 0.345, 0.383, -0.637, 0.048, 0.589, -0.206, -0.164, -0.273, 1.036, -0.689, -0.579, -0.054, 0.344, -0.528, -0.492, 0.478, -0.173, -0.240, -0.095, -1.171, 0.710, -0.525, 0.254, 0.255, 0.415, 0.230, -0.450, 0.312, 0.014, -0.633, -0.514, -0.002, -0.146, 0.368, 0.293, 0.336, 0.325, -1.045, 1.939, -0.664, 0.348, 0.060, 0.313, -0.801, -0.481, 0.361, -1.550, 1.026, -1.400, -0.140, -1.099, 1.873, 0.287, 0.241, 0.492, 0.102, 0.305, 0.611, 0.271, 0.292, 0.412, -0.560, -0.221, -0.361, 0.429, -0.464, -0.030, -0.756, -0.733, 0.024, -0.362, 0.426, 0.332, 0.444, -0.001, 0.399, 0.099, 0.243, 0.189, 0.275, -1.351, 0.308, -0.549, -0.318, -0.751, -0.277, 0.217, 0.446, 0.193, 0.260, 0.355, 0.319, 0.305, 0.271, 0.282, -0.072, 0.269, -1.514, 0.326, 0.201, 0.234, -0.337, 0.567, 0.372, 0.557, 0.192, 0.451, -0.781, 0.706, -0.014, 0.388, -0.365, 0.688, -0.834, -0.768, 1.097, -0.820, -0.423, -0.580, 0.394, -0.124, -0.364, 0.588, 0.431, 0.578, -0.197, 0.176, 0.288, 0.280, -0.430, -0.566, -1.498, 0.084, 0.328, -0.422, -0.511, -0.584, 0.265, 0.444, 0.376, 0.465, 0.140, -0.264, 0.011, 0.330, 0.324, 0.249, 0.252]}


The records above give, respectively, max |F| values of 0.100, 0.100 Eh/bohr.